The following is a DFT calculation (wB97M-V/def2-TZVPD) of a cluster of 9 separate species, C54H148N24O10P8 in total.

**Max |F|**: 4.3 eV/A
**LUMO energy**: -2.0 eV
**E_tot**: -188954.3616 eV

Geometry as XYZ:
```
244
Properties=species:S:1:pos:R:3:forces:R:3:lowdin_charge:R:1
C 19.041 18.578 13.208 -0.298 -0.776 -1.616 -0.060
N 18.343 17.657 12.186 0.594 1.200 1.392 -0.301
C 18.843 17.778 10.807 0.933 -1.262 0.590 -0.109
P 16.720 17.502 12.430 0.164 -2.222 0.961 0.479
O 15.891 18.517 11.825 -1.433 1.455 -0.724 -0.263
N 16.383 15.948 11.825 2.469 0.808 0.417 -0.303
C 17.398 14.885 11.963 -1.619 -0.763 -0.194 -0.125
C 15.041 15.478 11.682 -0.094 0.329 0.445 -0.120
N 16.541 17.480 14.110 0.800 -1.817 -1.168 -0.308
C 16.901 16.336 14.919 1.366 -0.362 -0.533 -0.113
C 16.010 18.613 14.766 0.572 1.435 0.062 -0.131
H 18.639 18.428 14.215 0.009 0.116 -0.446 0.058
H 18.999 19.625 12.875 -0.348 -0.129 0.242 0.086
H 20.096 18.328 13.212 0.257 -0.280 0.012 0.063
H 18.370 17.003 10.152 0.250 0.732 0.601 0.087
H 19.912 17.473 10.962 -0.608 0.572 -0.914 0.092
H 18.738 18.773 10.348 0.039 -0.251 0.288 0.084
H 17.708 14.450 11.008 -0.218 0.160 -0.211 0.079
H 18.284 15.203 12.452 0.597 0.468 0.534 0.055
H 16.927 14.061 12.538 0.412 0.197 -0.088 0.079
H 14.721 15.017 12.614 -0.267 -0.448 0.256 0.068
H 14.402 16.341 11.538 -0.269 -0.030 -0.462 0.079
H 14.992 14.742 10.882 -0.273 0.132 -0.173 0.087
H 16.515 16.368 15.903 -1.123 0.281 0.917 0.038
H 16.658 15.389 14.469 -0.690 -0.382 -0.311 0.059
H 17.974 16.176 15.140 0.263 0.721 -0.457 0.085
H 14.943 18.474 14.890 -0.304 0.650 0.070 0.072
H 16.316 19.501 14.163 -0.941 -0.341 0.503 0.096
H 16.485 18.757 15.746 -0.135 -0.150 0.018 0.075
C 21.964 25.029 18.123 -0.084 0.652 -0.230 -0.091
N 20.644 24.492 18.471 1.493 0.001 0.020 -0.286
C 20.573 23.072 18.594 0.003 -1.517 0.712 -0.138
P 19.358 25.490 18.419 -1.152 -0.500 -0.052 0.445
O 19.732 26.833 18.839 0.132 1.174 0.278 -0.262
N 18.668 25.403 16.922 0.915 0.224 0.262 -0.320
C 17.682 26.371 16.537 -1.276 -1.019 -1.109 -0.112
C 19.019 24.405 15.948 -1.962 -0.047 -0.455 -0.105
N 18.222 24.786 19.383 0.991 1.030 0.751 -0.286
C 17.144 23.958 19.033 -1.750 -0.138 -0.721 -0.129
C 18.265 25.209 20.768 -1.168 -0.937 0.665 -0.095
H 22.755 24.452 18.585 0.025 -0.265 0.380 0.072
H 22.105 26.092 18.415 -0.476 -0.765 -0.104 0.090
H 22.140 24.957 17.050 0.070 0.067 -0.330 0.069
H 21.432 22.677 19.183 -0.147 0.390 -0.485 0.096
H 20.549 22.521 17.628 0.005 0.332 0.343 0.054
H 19.741 22.716 19.226 -0.002 0.507 -0.533 0.054
H 17.322 27.033 17.326 0.597 -0.015 -0.032 0.088
H 18.033 26.892 15.635 -0.148 0.395 0.357 0.085
H 16.793 25.778 16.212 0.138 0.523 0.072 0.088
H 18.289 23.570 15.952 0.260 -0.102 0.285 0.078
H 18.868 24.777 14.919 0.779 0.241 0.332 0.091
H 19.986 24.033 16.178 0.888 -0.353 -0.352 0.044
H 17.123 23.104 19.699 -0.243 -0.375 0.177 0.061
H 16.133 24.465 19.036 0.788 -0.287 0.339 0.108
H 17.233 23.589 18.021 0.264 -0.195 -0.340 0.060
H 19.217 25.138 21.220 1.465 -0.312 0.187 0.071
H 17.623 24.533 21.389 0.352 0.827 -0.669 0.066
H 18.014 26.247 20.867 -0.654 0.565 0.176 0.073
C 15.729 12.630 16.817 -0.961 1.880 0.351 -0.076
N 15.239 14.043 17.118 -0.133 -0.776 0.195 -0.273
C 14.103 14.588 16.353 -0.147 0.817 1.116 -0.106
P 15.513 14.829 18.575 -1.300 1.222 -0.807 0.548
O 15.402 16.337 18.429 0.094 -2.064 0.246 -0.293
N 14.403 14.285 19.711 1.013 -0.037 -1.408 -0.302
C 14.202 12.864 19.781 -1.428 -0.405 -0.354 -0.111
C 13.968 15.126 20.809 0.526 -0.118 -0.989 -0.094
N 17.002 14.226 18.955 -0.021 -0.087 -0.636 -0.276
C 17.369 14.272 20.360 -0.443 -0.145 -0.447 -0.079
C 17.994 14.914 18.133 0.328 -0.346 -0.175 -0.102
H 14.927 11.980 16.506 -0.754 -0.168 0.242 0.066
H 16.219 12.215 17.691 0.250 0.109 -0.241 0.070
H 16.335 12.696 15.942 1.049 -0.062 -0.413 0.060
H 13.762 13.943 15.572 0.133 -0.494 -0.567 0.070
H 14.290 15.602 15.981 0.425 -0.327 -0.309 0.063
H 13.241 14.770 17.010 -0.050 -0.372 0.097 0.076
H 14.860 12.388 20.494 0.473 -0.443 0.052 0.068
H 13.188 12.721 20.149 -0.225 -0.209 0.236 0.083
H 14.173 12.353 18.784 0.500 0.601 0.889 0.084
H 12.914 15.332 20.754 -0.648 0.062 -0.053 0.073
H 14.175 14.657 21.757 0.353 0.018 0.537 0.079
H 14.513 16.042 20.621 -0.082 0.475 0.707 0.056
H 17.030 15.206 20.794 0.116 0.250 0.590 0.080
H 16.989 13.403 20.864 -0.367 -0.196 0.496 0.067
H 18.428 14.185 20.388 0.978 0.119 0.363 0.066
H 18.959 14.477 18.229 0.743 -0.875 0.177 0.062
H 18.140 15.886 18.542 0.025 1.231 -0.113 0.050
H 17.774 14.938 17.068 -0.403 0.070 0.188 0.067
C 24.365 19.809 18.707 -0.237 0.633 -0.472 -0.106
N 24.421 18.924 17.578 -0.276 -0.796 3.009 -0.315
C 24.587 17.527 17.963 0.189 0.333 -0.025 -0.073
P 24.423 19.484 16.092 2.015 -1.887 -3.232 0.449
O 24.460 18.268 15.207 -0.509 1.329 0.260 -0.304
N 23.298 20.574 15.677 -1.852 1.746 1.184 -0.279
C 22.052 20.153 15.016 1.214 -0.858 -0.166 -0.092
C 23.195 21.921 16.381 -0.475 -2.489 0.595 -0.066
N 25.758 20.490 16.045 0.692 0.141 0.289 -0.314
C 27.039 20.129 16.658 -0.462 -0.483 0.956 -0.096
C 25.949 21.335 14.902 0.901 0.199 -0.815 -0.132
H 23.401 19.786 19.218 0.133 -0.028 0.220 0.072
H 24.579 20.803 18.369 -0.331 0.778 -0.181 0.061
H 25.188 19.650 19.363 0.573 -0.662 0.986 0.078
H 24.468 16.939 17.063 0.520 -0.322 -0.037 0.074
H 23.785 17.241 18.632 -0.291 -0.005 0.249 0.045
H 25.546 17.378 18.536 -0.643 0.004 -0.803 0.104
H 21.385 19.515 15.601 -0.122 0.401 0.442 0.065
H 21.581 21.053 14.664 -0.498 0.141 -0.246 0.077
H 22.361 19.505 14.195 -0.178 0.214 -0.295 0.073
H 22.785 22.596 15.673 -0.057 0.935 -0.613 0.068
H 22.534 21.918 17.279 0.272 -0.318 -0.717 0.059
H 24.173 22.148 16.746 0.580 0.648 -0.163 0.056
H 27.772 19.637 15.990 -0.472 0.369 -0.052 0.091
H 27.536 20.977 17.187 -0.426 -0.303 -0.607 0.095
H 26.784 19.397 17.431 0.360 0.011 0.023 0.062
H 26.358 22.297 15.200 0.037 0.320 0.194 0.080
H 25.035 21.525 14.348 0.017 -0.195 -0.036 0.078
H 26.724 20.888 14.245 -0.520 0.159 -0.045 0.092
C 19.198 14.832 24.533 -0.849 0.732 -0.700 -0.119
N 19.609 13.436 24.733 0.831 1.376 -0.383 -0.267
C 21.098 13.352 24.585 -0.231 0.356 -1.139 -0.077
P 18.917 12.174 23.903 -1.086 0.028 0.591 0.440
O 19.094 12.046 22.455 0.753 0.163 -0.809 -0.275
N 19.483 10.884 24.720 0.897 -1.610 0.666 -0.307
C 19.034 10.520 26.074 1.082 -0.508 -0.397 -0.075
C 20.608 10.147 24.194 -0.750 -1.213 -0.513 -0.126
N 17.324 12.219 24.285 0.499 -0.893 -1.537 -0.306
C 16.729 12.756 25.432 1.668 0.919 1.205 -0.144
C 16.546 11.153 23.655 -0.724 0.843 -1.761 -0.101
H 19.623 15.472 25.264 0.766 0.200 1.247 0.065
H 18.128 15.068 24.644 0.164 -0.842 -0.202 0.081
H 19.510 15.373 23.617 0.003 -0.976 -0.279 0.075
H 21.382 13.547 23.509 -0.254 -0.064 0.876 0.081
H 21.463 12.334 24.795 -0.065 0.820 0.418 0.061
H 21.544 14.167 25.175 0.007 -0.678 0.089 0.094
H 19.910 10.185 26.703 -0.840 -0.012 -0.805 0.105
H 18.733 11.421 26.550 -0.757 0.599 0.587 0.048
H 18.232 9.743 26.047 0.617 0.581 0.190 0.094
H 21.560 10.383 24.626 0.692 0.552 0.216 0.062
H 20.509 9.072 24.380 -0.338 -0.017 0.026 0.087
H 20.590 10.262 23.115 0.419 0.132 -0.093 0.074
H 17.421 13.421 25.961 -0.093 0.068 -0.279 0.081
H 15.912 13.318 25.114 -1.868 0.897 0.051 0.070
H 16.522 12.016 26.160 -0.893 -0.951 0.770 0.073
H 15.488 11.553 23.552 1.102 -0.788 -0.052 0.103
H 16.556 10.220 24.183 -0.203 -0.479 0.949 0.060
H 16.965 10.852 22.650 -0.510 0.873 0.918 0.093
C 20.736 19.455 22.353 -0.392 2.200 -0.041 -0.101
N 19.798 19.018 21.360 0.233 -0.101 0.767 -0.325
C 19.525 17.622 21.413 0.213 -0.613 -0.835 -0.114
P 19.008 20.026 20.352 -0.008 -0.246 -1.199 0.511
O 19.134 21.392 20.868 0.188 1.058 0.022 -0.283
N 19.637 19.550 18.883 0.398 0.063 1.771 -0.268
C 19.096 19.997 17.656 -0.534 -1.693 -1.167 -0.118
C 20.836 18.766 18.739 0.526 -0.816 0.611 -0.100
N 17.429 19.697 20.026 0.157 0.617 0.304 -0.256
C 16.992 18.428 19.566 -1.127 -1.513 0.550 -0.142
C 16.361 20.348 20.765 -0.127 0.954 0.281 -0.095
H 20.422 19.090 23.321 0.244 -0.183 0.471 0.082
H 20.726 20.575 22.384 -0.011 -0.955 0.092 0.085
H 21.748 19.172 22.097 0.425 -0.450 0.101 0.073
H 19.302 17.292 20.397 -0.043 -0.480 0.159 0.059
H 18.679 17.432 22.048 -0.495 -0.448 0.465 0.079
H 20.400 17.064 21.781 -0.234 0.129 -0.162 0.085
H 18.176 20.536 17.736 -0.416 0.465 0.381 0.068
H 19.818 20.559 17.124 0.678 0.822 -0.752 0.043
H 18.875 19.094 17.040 -0.002 0.417 0.002 0.093
H 21.583 19.291 18.191 0.474 0.481 -1.125 0.048
H 21.394 18.554 19.664 -0.801 0.167 0.098 0.072
H 20.655 17.775 18.287 -0.092 0.336 -0.146 0.096
H 16.050 18.516 19.052 -0.196 0.202 -0.488 0.044
H 17.610 17.736 18.997 0.517 0.856 -0.224 0.064
H 16.716 17.849 20.450 -0.150 -0.464 0.209 0.078
H 15.979 19.736 21.577 0.118 -0.393 0.340 0.076
H 15.475 20.553 20.151 0.378 0.030 -0.257 0.069
H 16.726 21.291 21.199 -0.145 -0.382 -0.294 0.053
C 12.832 18.803 20.582 -1.485 0.791 -0.799 -0.054
N 11.870 19.565 19.655 0.043 -1.238 0.761 -0.287
C 10.483 19.751 20.108 0.178 0.016 0.724 -0.116
P 12.541 20.901 18.950 -0.960 -0.143 -0.870 0.482
O 12.941 22.031 19.811 0.036 0.076 -0.250 -0.287
N 13.824 20.223 18.157 0.990 1.623 0.083 -0.296
C 14.828 21.117 17.564 0.825 -0.260 -1.449 -0.102
C 13.784 18.977 17.462 0.316 -0.067 0.383 -0.138
N 11.298 21.319 17.871 0.634 0.626 0.399 -0.314
C 10.792 20.443 16.803 -0.006 0.323 0.008 -0.121
C 11.179 22.751 17.525 1.675 0.168 -1.505 -0.122
H 13.157 19.511 21.369 -0.063 -0.712 -0.055 0.083
H 13.675 18.544 19.931 -0.035 -0.232 0.584 0.043
H 12.313 17.883 20.977 0.598 1.075 -0.354 0.089
H 10.072 18.900 20.624 0.419 -0.786 0.259 0.070
H 9.762 19.921 19.325 0.242 0.280 -0.586 0.063
H 10.411 20.563 20.824 -0.092 0.401 0.122 0.080
H 15.819 20.592 17.494 -0.748 0.296 0.437 0.074
H 14.650 21.414 16.477 -0.398 -0.557 1.030 0.105
H 14.969 22.059 18.071 -0.165 0.024 0.605 0.057
H 13.708 19.189 16.413 -0.735 -0.480 -0.733 0.067
H 14.715 18.486 17.612 1.086 -0.437 -0.123 0.031
H 13.111 18.286 17.935 -0.899 -0.109 -0.463 0.078
H 10.923 19.338 16.943 -0.445 1.168 0.425 0.094
H 9.768 20.788 16.549 0.128 -0.778 0.559 0.085
H 11.301 20.677 15.884 0.712 0.032 -0.638 0.060
H 11.641 23.423 18.307 -1.027 -0.918 -0.683 0.085
H 10.144 22.934 17.236 -0.150 0.401 0.573 0.064
H 11.757 23.007 16.531 -0.703 -0.579 1.569 0.102
C 15.954 21.232 26.778 -0.896 0.809 -1.147 -0.082
N 15.497 22.199 25.664 1.386 -0.683 0.975 -0.289
C 14.211 22.746 26.020 -1.397 -0.204 -0.016 -0.159
P 16.717 23.281 25.141 -0.444 -1.309 1.471 0.501
O 17.399 24.056 26.214 -0.371 -0.075 -0.863 -0.296
N 17.684 22.177 24.372 0.621 -0.248 -0.046 -0.289
C 19.048 22.615 24.117 0.237 0.070 -0.708 -0.110
C 17.431 20.776 23.963 1.067 0.882 -0.255 -0.093
N 15.946 24.193 24.008 0.227 0.406 -0.426 -0.295
C 16.092 25.635 23.886 1.275 0.644 -0.039 -0.100
C 15.663 23.516 22.757 0.184 -0.400 -0.394 -0.118
H 16.912 20.752 26.621 0.132 0.230 -0.443 0.055
H 15.192 20.450 26.867 0.082 0.094 -0.150 0.075
H 16.005 21.744 27.726 0.020 0.368 0.389 0.071
H 13.627 23.111 25.135 0.807 0.024 0.717 0.086
H 14.215 23.494 26.845 0.139 -0.152 -0.567 0.090
H 13.616 21.895 26.397 0.055 0.317 -0.055 0.073
H 19.283 22.325 23.098 0.141 0.376 -0.401 0.045
H 19.236 23.680 24.277 -0.521 -0.050 -0.154 0.085
H 19.800 22.136 24.714 0.266 -0.625 0.841 0.071
H 18.041 20.545 23.056 -0.278 0.362 0.674 0.059
H 17.767 20.094 24.760 -0.420 -0.077 -0.222 0.075
H 16.407 20.647 23.654 -0.426 -0.207 0.428 0.060
H 15.146 26.089 23.619 -0.444 0.092 0.321 0.072
H 16.499 26.052 24.842 -0.424 -0.297 -0.917 0.091
H 16.762 25.929 23.018 -0.333 -0.448 1.091 0.078
H 16.562 23.008 22.338 -0.447 0.558 0.114 0.056
H 15.243 24.224 22.038 0.107 -0.156 0.057 0.095
H 14.940 22.731 22.920 -0.434 -0.309 -0.033 0.073
O 21.020 15.288 19.429 -0.756 -0.748 -0.662 0.103
C 21.901 14.750 20.063 -0.883 -0.067 0.135 -0.391
C 21.983 13.320 20.422 -0.164 -1.456 -0.655 0.044
C 22.918 12.765 21.196 -0.722 -0.703 0.361 0.015
C 23.809 13.647 21.913 -0.178 0.665 -0.828 -0.434
O 24.485 13.350 22.856 0.696 -0.663 0.966 0.132
C 23.776 15.045 21.461 0.672 0.909 0.786 0.040
C 22.888 15.581 20.645 1.484 0.633 0.775 -0.013
H 21.284 12.626 20.000 -0.646 0.111 -0.352 0.120
H 22.914 11.700 21.477 -0.026 0.565 -0.364 0.139
H 24.481 15.642 22.002 0.404 0.453 0.089 0.123
H 22.840 16.636 20.453 0.012 0.246 -0.099 0.103
```
Positions in Å, forces in eV/Å.